(1)
ORCA calculation (the ωB97M-V functional and the def2-TZVPD basis) on a cluster of 2 separate species, C6H14BF2NO5S2 in total.

Output
2S+1: 1
M (g mol⁻¹): 293.1
LUMO energy (eV): -0.74
Charge: 0

Geometry (Å):
C: -2.280466 -0.403917 3.240155
C: -3.361445 -0.477933 2.047080
B: -2.745694 -0.439707 0.546575
O: -3.569719 0.164318 -0.498086
N: -1.419905 -1.005206 0.095023
C: -1.076915 -2.304678 0.746741
C: -2.226787 -3.428727 0.567804
O: -2.861737 -3.617312 -0.492962
F: -2.492722 -4.284340 1.679375
S: -0.143270 0.130148 0.158920
O: 1.197541 -0.482807 0.479572
O: -0.458845 1.351094 0.999031
F: 0.007870 0.727459 -1.427041
H: -2.540774 0.334741 4.076194
H: -1.203513 -0.213726 2.908311
H: -2.274582 -1.450859 3.744395
H: -4.019995 0.473463 2.147816
H: -4.102539 -1.360380 2.169935
H: -4.473439 -0.199415 -0.364342
H: -0.716601 -2.209611 1.839620
H: -0.161721 -2.728030 0.171026
C: 4.179437 1.807160 -3.795528
S: 4.240842 3.175132 -2.617717
O: 5.680223 3.502517 -2.385577
C: 3.666812 2.218875 -1.197563
H: 4.537263 2.165984 -4.761440
H: 4.818338 0.991255 -3.452293
H: 3.149314 1.460668 -3.897440
H: 4.338036 1.376713 -1.019174
H: 2.653981 1.858281 -1.386726
H: 3.661013 2.868841 -0.321682

Forces on the atoms, in the same order (eV/Å):
0.0 -1.6 0.8
-0.2 0.7 0.5
-2.7 1.6 -1.3
1.4 -2.2 2.0
1.1 1.1 0.8
1.6 -1.7 0.6
-2.4 -0.7 -3.4
3.0 1.0 5.1
1.1 2.2 -2.1
3.5 2.6 1.9
-4.6 1.0 -1.6
-0.1 -4.0 -3.2
-0.7 -1.5 2.8
0.3 -0.9 -1.5
-1.6 0.0 0.3
0.1 1.7 -0.7
1.0 -1.6 -0.5
1.3 1.3 -0.1
0.6 0.9 0.0
-1.0 -0.2 -1.7
-1.6 0.5 0.9
0.0 -0.1 0.0
0.3 0.0 0.1
-0.4 -0.2 -0.1
0.0 -0.1 0.1
0.0 0.1 0.1
0.0 0.1 0.0
0.0 0.1 0.0
0.0 0.1 -0.1
0.0 0.0 0.0
0.0 0.0 -0.1

And the Löwdin charges, in e, turn out to be: -0.12, -0.13, -0.48, 0.09, -0.09, -0.09, -0.27, 0.12, 0.04, 0.83, -0.29, -0.28, -0.21, 0.09, 0.06, 0.09, 0.12, 0.12, 0.11, 0.14, 0.16, -0.28, 0.80, -0.56, -0.27, 0.05, 0.06, 0.05, 0.06, 0.04, 0.05

(2)
ORCA calculation (the ωB97M-V functional and the def2-TZVPD basis) on the molecule C6H14BNO.

Output
2S+1: 1
SMILES: C/C=N/OB(CC)CC
M (g mol⁻¹): 127.0
ΔE to the lowest compared entry with this formula, charge and spin (kJ/mol): 219.8
LUMO energy (eV): 0.78
Charge: 0

Geometry (Å):
C: 3.613451 0.825734 -0.100739
C: 2.171241 1.080023 0.189444
N: 1.344249 0.222535 -0.207083
O: 0.010600 0.592531 -0.110039
B: -1.094951 -0.253836 -0.068038
C: -0.940547 -1.821203 -0.373240
C: 0.292933 -2.536757 0.253348
C: -2.475874 0.547893 0.236199
C: -2.550918 2.012749 -0.097140
H: 4.101637 0.560788 0.854602
H: 3.779755 -0.111987 -0.655127
H: 4.129944 1.768610 -0.705964
H: 2.073884 2.163942 0.650606
H: -0.467399 -1.904356 -1.427737
H: -1.798151 -2.348458 -0.213387
H: -0.059606 -2.675750 1.213377
H: 0.429645 -3.529325 -0.250556
H: 1.162035 -1.744964 0.265721
H: -2.502426 0.277835 1.224738
H: -3.355364 -0.074363 -0.320465
H: -2.752806 2.127610 -1.068040
H: -3.380478 2.345209 0.382267
H: -1.730854 2.475531 0.327255

Forces on the atoms, in the same order (eV/Å):
1.6 0.5 -0.8
1.1 2.7 0.1
-0.6 -0.3 -0.6
-0.6 1.0 0.9
0.4 -0.2 -1.0
4.3 2.1 -2.0
0.6 1.5 -0.9
0.0 -3.0 -4.5
0.5 -2.7 2.5
0.3 0.9 -0.2
-0.4 0.6 -0.3
-1.3 -2.5 1.9
-1.0 -2.3 -0.8
-2.0 0.6 0.7
-2.4 -1.6 -0.1
0.2 -0.9 2.6
0.4 1.1 0.5
-1.4 -2.5 -0.2
-0.8 -0.2 3.0
1.9 1.4 1.4
0.1 0.8 -3.9
-2.6 1.5 1.6
1.8 1.4 0.2

And the Löwdin charges, in e, turn out to be: -0.11, -0.21, 0.03, 0.02, -0.37, -0.15, -0.13, -0.15, -0.10, 0.07, 0.07, 0.14, 0.16, 0.13, 0.05, 0.02, 0.08, 0.08, 0.06, 0.15, 0.04, 0.04, 0.06

(3)
ORCA calculation (the ωB97M-V functional and the def2-TZVPD basis) on the molecule C6H14BNO4.

Output
2S+1: 1
SMILES: N[C@H](CCCCB(O)O)C(=O)O
M (g mol⁻¹): 175.0
ΔE to the lowest compared entry with this formula, charge and spin (kJ/mol): 23.9
LUMO energy (eV): 0.49
Charge: 0

Geometry (Å):
N: 1.035403 -2.897699 -0.018011
C: -0.381464 -2.690056 0.090463
C: -0.785075 -1.436297 -0.633429
C: -0.317598 -0.198989 0.133152
C: -0.160160 1.010617 -0.801552
C: 0.667987 2.152098 -0.183468
B: 0.378975 3.561467 -0.857969
O: 1.434790 4.382168 -1.250358
O: -0.929750 4.025716 -1.011321
C: -0.740980 -2.593078 1.565927
O: -1.767170 -2.023065 1.833294
O: 0.041360 -3.117598 2.526355
H: 1.518450 -2.139646 0.452970
H: 1.269599 -3.724009 0.527722
H: -0.883828 -3.587978 -0.300167
H: -0.361893 -1.480825 -1.679341
H: -1.844829 -1.380517 -0.785104
H: -1.033326 -0.005208 0.960572
H: 0.621810 -0.377755 0.644975
H: 0.324580 0.751225 -1.753250
H: -1.158595 1.386383 -1.113579
H: 0.329759 2.444495 0.821326
H: 1.695057 1.914872 -0.133613
H: 2.366502 4.089545 -1.095183
H: -0.940979 4.914876 -1.352714
H: -0.378625 -2.980743 3.412302

Forces on the atoms, in the same order (eV/Å):
1.2 -0.6 -0.3
0.8 -1.1 0.9
0.5 0.3 -0.9
-0.5 0.5 -0.5
-0.4 0.5 0.3
-2.2 1.3 -0.4
0.7 0.1 -0.3
0.4 0.0 0.2
1.3 -0.9 0.3
-2.1 0.7 0.0
-0.4 -0.1 0.9
0.3 -0.2 0.2
0.1 0.0 -0.2
0.2 0.1 -0.2
0.0 0.3 0.0
-0.1 0.0 1.2
-0.7 -0.1 0.1
0.4 0.2 -0.7
0.5 -0.1 0.0
0.0 -0.3 0.3
0.5 -0.2 0.4
0.0 -0.7 0.3
1.2 -0.3 0.1
-1.6 0.1 -0.1
0.0 0.5 -0.2
0.2 0.0 -1.1

And the Löwdin charges, in e, turn out to be: 0.05, -0.34, -0.16, -0.20, -0.20, -0.10, -0.61, 0.12, 0.15, -0.50, 0.09, 0.10, 0.07, 0.08, 0.16, 0.14, 0.11, 0.13, 0.10, 0.12, 0.12, 0.12, 0.08, 0.12, 0.09, 0.15

(4)
ORCA calculation (the ωB97M-V functional and the def2-TZVPD basis) on a structure of composition C6H14BiN4O2Se3Te.

Output
2S+1: 1
M (g mol⁻¹): 747.7
ΔE to the lowest compared entry with this formula, charge and spin (kJ/mol): 3.1
LUMO energy (eV): -2.74
Charge: +1

Geometry (Å):
Bi: 0.484773 -0.314009 -0.013622
Se: 2.750190 0.984126 0.358606
Se: 3.536374 -0.193712 2.222087
Te: 1.727380 0.452045 3.810475
Se: -0.093205 -0.755289 2.485593
N: -2.188629 0.082869 0.007054
C: -2.386008 1.439652 0.508097
C: -3.779476 2.036816 0.237768
C: -4.283224 2.056462 -1.215482
C: -3.561809 3.001393 -2.187095
N: -3.483412 4.370170 -1.698321
C: -4.406602 5.300910 -1.787848
N: -4.238704 6.447172 -1.116576
N: -5.511222 5.134455 -2.524644
C: -1.226004 2.350528 0.054942
O: -1.337241 3.568718 0.178735
O: -0.150878 1.786594 -0.367151
H: -2.531367 -0.026272 -0.941367
H: -2.658300 -0.594929 0.596595
H: -2.263032 1.393509 1.593634
H: -3.791760 3.043287 0.656370
H: -4.497353 1.446894 0.810500
H: -5.340137 2.331600 -1.181771
H: -4.246765 1.051581 -1.645064
H: -4.052198 2.976474 -3.161352
H: -2.533569 2.679801 -2.343301
H: -2.706627 4.492091 -1.034524
H: -3.408342 6.588191 -0.566981
H: -4.890814 7.206044 -1.192061
H: -5.618782 4.331222 -3.117000
H: -6.155358 5.894106 -2.654995

Forces on the atoms, in the same order (eV/Å):
0.1 0.3 -0.1
0.3 0.0 0.2
-0.1 0.0 -0.1
-0.1 -0.1 -0.3
0.1 0.0 0.4
-0.1 -0.1 -0.1
0.0 0.2 -0.2
0.1 -0.1 -0.1
0.1 0.1 0.1
-0.2 -0.3 0.1
0.7 -0.2 0.4
-0.1 0.3 0.1
0.0 -0.1 -0.1
0.1 0.0 0.0
-0.1 0.4 0.4
-0.5 -0.1 -0.5
0.0 -0.4 -0.2
0.0 0.0 0.0
0.0 0.0 0.0
0.0 0.0 0.0
0.0 0.0 0.0
0.0 0.0 0.0
0.0 0.0 0.0
-0.1 0.0 0.0
0.1 0.0 0.0
0.0 0.0 -0.1
-0.2 0.1 -0.1
0.0 0.0 0.0
0.0 0.0 0.0
0.0 0.0 0.0
0.0 0.0 0.0

And the Löwdin charges, in e, turn out to be: 1.01, -0.05, -0.16, 0.36, -0.19, -0.06, -0.32, -0.14, -0.16, -0.15, 0.10, -0.42, 0.21, 0.22, -0.61, 0.04, -0.32, 0.08, 0.09, 0.13, 0.11, 0.12, 0.11, 0.11, 0.12, 0.13, 0.13, 0.14, 0.13, 0.12, 0.13

(5)
ORCA calculation (the ωB97M-V functional and the def2-TZVPD basis) on a structure of composition C6H14Br.

Output
2S+1: 2
M (g mol⁻¹): 166.1
ΔE to the lowest compared entry with this formula, charge and spin (kJ/mol): 20.1
LUMO energy (alpha / beta) (eV): 0.81 / -2.65
Charge: 0
<S²>: 0.755

Geometry (Å):
Br: 1.477266 2.186969 2.078581
H: -0.588689 0.904239 1.490821
C: -0.804736 0.003555 0.877582
C: -2.217610 0.084489 0.342982
C: 0.312805 -0.185692 -0.163143
C: 0.265646 -1.439990 -1.011959
C: 1.654106 -0.278593 0.539736
C: 0.388288 1.055160 -1.038537
H: -0.751403 -0.797879 1.604520
H: -2.943082 0.162565 1.159270
H: -2.386399 0.978456 -0.262790
H: -2.440609 -0.805090 -0.249261
H: -0.593023 -1.499397 -1.689388
H: 1.169683 -1.442475 -1.632604
H: 0.335484 -2.336618 -0.378243
H: 1.684488 0.731732 1.128068
H: 1.707403 -1.122193 1.216493
H: 2.446350 -0.312595 -0.201757
H: 0.445108 1.960274 -0.429564
H: 1.290688 1.025664 -1.649540
H: -0.451763 1.127414 -1.731271

Forces on the atoms, in the same order (eV/Å):
0.3 1.2 0.9
-0.1 -0.5 -0.6
0.2 0.2 0.5
-0.3 0.1 -0.1
0.1 0.7 0.2
0.0 -0.5 -0.2
-0.6 0.1 -0.1
-0.1 0.2 -0.6
0.0 -0.5 0.2
0.1 -0.2 0.0
0.1 -0.1 -0.2
-0.2 0.1 0.0
0.0 0.0 0.3
-0.2 -0.1 -0.1
-0.3 0.1 -0.2
0.6 -1.1 -0.4
0.2 0.0 0.4
0.4 0.2 0.2
-0.2 -0.1 -0.1
0.1 0.0 -0.1
-0.1 0.1 0.1

And the Löwdin charges, in e, turn out to be: 0.38, 0.03, -0.25, -0.10, -0.65, -0.05, -0.10, -0.08, 0.11, 0.08, 0.07, 0.07, 0.09, 0.09, 0.09, -0.20, 0.10, 0.10, 0.04, 0.09, 0.09

(6)
ORCA calculation (the ωB97M-V functional and the def2-TZVPD basis) on a structure of composition C6H14BrNNiO2PS.

Output
2S+1: 3
M (g mol⁻¹): 333.8
ΔE to the lowest compared entry with this formula, charge and spin (kJ/mol): 0.0
LUMO energy (alpha / beta) (eV): -5.50 / -7.52
Charge: +1
<S²>: 2.015

Geometry (Å):
C: 3.761514 1.013069 -0.014472
C: 3.169090 -0.344431 0.408484
O: 2.885260 -1.207064 -0.670225
C: 1.687851 -0.899783 -1.316509
C: 0.446672 -1.340357 -0.503735
O: -0.609297 -0.394005 -0.738808
C: -1.116835 0.150063 0.420236
P: -2.529286 1.375133 -0.107610
Br: -4.164684 2.760403 -1.007543
N: -3.571493 -0.135274 -0.771543
C: -4.140615 -0.766071 0.015827
S: -4.561444 -1.876762 1.147135
H: 3.431732 1.302232 -1.006115
H: 3.423152 1.770229 0.690722
H: 4.841281 0.983448 0.070972
H: 3.887470 -0.865896 1.031764
H: 2.298989 -0.147654 1.044668
H: 1.658351 -1.384548 -2.284650
H: 1.575275 0.171760 -1.512297
H: 0.675546 -1.496509 0.547880
H: 0.105912 -2.289624 -0.911331
H: -0.401741 0.770610 0.970894
H: -1.494370 -0.603282 1.121368
H: -1.909597 1.403441 -1.436212
H: -1.745655 2.518091 0.236613
H: -3.161196 1.323368 1.168731
Ni: -4.441883 -1.790585 3.405756

Forces on the atoms, in the same order (eV/Å):
-0.3 -0.4 0.6
0.5 0.7 0.2
-0.1 -0.3 -0.1
-0.6 0.4 0.3
0.2 -0.6 -1.0
0.0 0.1 0.5
0.2 -0.7 -0.1
1.6 2.1 0.2
0.0 0.0 -0.1
-0.5 0.3 -0.4
0.4 -1.2 1.2
-0.7 -0.6 -0.1
0.1 0.0 -0.2
0.0 0.2 0.0
0.2 0.0 -0.4
0.0 -0.2 0.1
-0.3 -0.3 -0.2
0.3 -0.2 -0.1
0.1 0.1 0.1
0.0 0.3 0.1
-0.1 -0.2 0.2
-0.1 0.5 -0.2
-0.3 -0.1 -0.1
-0.3 -0.2 0.0
-0.3 -0.1 0.2
-0.1 -0.3 -0.2
0.0 0.4 -0.4

And the Löwdin charges, in e, turn out to be: -0.05, -0.26, -0.12, -0.18, -0.14, -0.19, -0.33, 0.37, 0.36, -0.08, -0.75, 0.69, 0.07, 0.07, 0.07, 0.12, 0.10, 0.13, 0.12, 0.12, 0.13, 0.11, 0.09, 0.09, -0.03, 0.03, 0.46

- Look up the M of the fourth one.
  747.7 g mol⁻¹